[1]
A molecular structure, C42H38I2IrN6O3 in a non-equilibrium geometry. Source: the Open Molecules 2025 dataset; level of theory: wB97M-V/def2-TZVPD.

```
92
Properties=species:S:1:pos:R:3:forces:R:3
Ir 0.42455 -0.40418 0.22914 -0.3 0.4 0.2
O -3.97256 2.43740 2.45862 -1.2 -0.1 -0.3
C -4.60903 1.72401 1.57670 0.5 0.5 0.6
C -5.98900 1.96781 1.40626 -0.9 0.1 -0.2
C -6.70114 1.24697 0.49248 0.0 0.3 0.2
C -6.06331 0.26328 -0.30074 -0.3 0.1 0.0
C -4.71724 0.00640 -0.14438 0.8 0.2 0.4
C -3.96365 0.71874 0.78570 -0.4 -0.6 -0.7
C -2.53600 0.42030 0.91771 1.6 -0.2 0.3
O -1.98380 -0.41408 0.16310 -0.6 0.2 0.1
N -1.89982 1.08164 1.90393 -1.5 0.3 0.0
N -0.60609 0.78809 1.95959 1.4 -0.3 0.0
C 0.10698 1.13364 2.96536 -0.7 0.2 -0.1
C 1.50583 0.74779 2.99691 0.6 -0.1 0.1
C 2.28424 0.98896 4.12478 -0.2 0.0 -0.1
C 3.60390 0.56962 4.13940 0.1 0.0 -0.1
C 4.10557 -0.09339 3.03091 -0.1 0.1 0.1
C 3.26334 -0.31200 1.94871 0.1 -0.1 0.0
N 2.00069 0.10101 1.92162 -0.3 0.0 0.0
H -3.02297 2.12398 2.49682 0.8 -0.4 -0.1
H -6.45428 2.72297 2.02565 0.0 0.0 0.0
H -7.76117 1.42507 0.37292 0.0 0.0 0.0
H -6.63454 -0.29198 -1.03235 0.0 0.0 0.0
H -4.21321 -0.73967 -0.74302 0.0 0.0 0.0
H -0.31740 1.68596 3.80250 0.0 0.0 0.0
H 1.84391 1.48609 4.97945 0.0 0.0 0.0
H 4.22876 0.75746 5.00191 0.0 0.0 0.0
H 5.12784 -0.44173 2.99609 0.0 0.0 0.0
H 3.61360 -0.84840 1.07559 0.0 0.0 0.1
C 4.58919 1.33513 -1.03773 0.1 0.0 0.0
C 4.62977 -0.16816 -1.15295 -0.3 0.0 0.0
C 5.86743 -0.79821 -1.11982 0.0 0.0 0.0
C 5.97582 -2.17106 -1.23091 0.0 -0.1 0.0
C 4.83020 -2.93531 -1.36821 0.0 0.1 0.0
C 3.57122 -2.34963 -1.40587 -0.2 0.2 -0.1
C 2.36827 -3.22190 -1.59309 -0.1 0.0 0.1
C 3.46867 -0.95245 -1.30357 0.8 -0.2 -0.1
N 2.22925 -0.24076 -1.32409 -0.5 -0.2 0.2
C 1.95671 0.48233 -2.34421 0.3 -0.4 0.0
C 2.64905 0.38182 -3.66494 0.2 0.1 0.0
C 0.90045 1.51518 -2.19031 -0.5 0.3 0.1
C 0.92036 2.69226 -3.11318 0.0 0.0 -0.1
N 0.07527 1.37625 -1.22926 0.5 -0.6 0.1
C -0.97633 2.30169 -1.02732 -0.5 0.5 0.0
C -2.15447 2.14337 -1.76859 0.1 0.0 0.1
C -2.27618 1.05000 -2.79153 0.0 0.0 0.0
C -3.19478 3.04302 -1.54387 0.0 -0.1 0.0
C -3.06889 4.06738 -0.61591 -0.1 0.0 0.0
C -1.89495 4.20908 0.10090 0.1 -0.1 0.0
C -0.82719 3.33595 -0.09718 0.0 -0.1 -0.1
C 0.48272 3.55347 0.60618 0.0 0.1 0.0
H 5.30637 1.66878 -0.28789 0.0 0.0 0.0
H 3.60995 1.72321 -0.76180 0.0 0.0 0.0
H 4.88948 1.79302 -1.98377 -0.1 0.1 0.0
H 6.76033 -0.19224 -1.02302 0.0 0.0 0.0
H 6.94937 -2.64257 -1.22198 0.0 0.0 0.0
H 4.90495 -4.01048 -1.46986 0.0 0.0 0.0
H 2.65845 -4.20049 -1.97274 0.0 0.0 0.0
H 1.66004 -2.78396 -2.29005 -0.2 0.0 0.0
H 1.86096 -3.36759 -0.63561 -0.1 0.0 0.0
H 3.36434 -0.43559 -3.67863 0.0 0.0 0.0
H 3.17273 1.30746 -3.91082 0.0 0.0 0.0
H 1.90363 0.21994 -4.44694 0.0 0.0 0.0
H 1.91299 3.14629 -3.11659 0.0 0.0 0.0
H 0.19022 3.43986 -2.81400 0.0 0.0 0.0
H 0.70194 2.38542 -4.13806 0.0 0.0 0.0
H -1.84762 0.11590 -2.42641 0.0 0.0 0.0
H -1.75937 1.31880 -3.71724 0.0 0.0 0.0
H -3.32277 0.88332 -3.04484 0.0 0.0 0.0
H -4.10780 2.94193 -2.11969 0.0 0.0 0.0
H -3.88597 4.75999 -0.45930 0.0 0.0 0.0
H -1.79184 5.01569 0.81684 0.0 0.0 0.0
H 0.32910 4.04294 1.56785 0.0 0.0 0.0
H 1.11755 4.21137 0.00610 0.1 0.0 0.0
H 1.02301 2.61872 0.76005 0.0 0.0 0.0
I -2.27856 -3.50512 -3.25286 0.0 -0.1 0.3
C -2.07822 -3.79754 -1.20359 -0.1 0.1 -0.6
C -2.82699 -4.74339 -0.53533 0.0 0.0 0.0
C -2.68299 -4.92760 0.83178 -0.3 -0.4 0.1
I -3.86272 -6.38777 1.74127 0.3 0.3 -0.2
C -1.77629 -4.11989 1.59340 0.2 0.2 0.0
C -1.57692 -4.24737 2.97794 0.0 0.0 0.0
C -0.73209 -3.38126 3.62689 -0.1 0.0 -0.1
C -0.08248 -2.39447 2.88606 0.1 -0.1 0.1
N -0.21592 -2.27942 1.57802 0.1 0.0 -0.4
C -1.03590 -3.12246 0.92722 -0.1 -0.1 0.4
C -1.14335 -2.94374 -0.52404 0.1 0.0 -0.1
O -0.46412 -2.09956 -1.13018 0.1 -0.1 -0.1
H -3.53694 -5.34822 -1.08261 0.0 0.0 0.0
H -2.09091 -5.02356 3.52862 0.0 0.0 0.0
H -0.57423 -3.45380 4.69337 0.0 0.0 0.0
H 0.57300 -1.68577 3.37649 0.0 0.0 0.0
```
Positions in Å, forces in eV/Å.

Computed properties:
net charge = +2
expectation value of S² = 8.829
total energy = -78278.60381 eV
gap between HOMO and LUMO (spin up / spin down) = 6.632 / 4.526 eV
relative energy (zero: lowest compared OMol25 entry of this formula, charge and spin) = 2.5 kcal per mole
max |F| = 1.62 eV Å⁻¹
2S+1 = 6
E_HOMO (spin up / spin down) = -12.2 / -13.0 eV

***

[2]
A molecular structure, C42H39As2AuN6O2 in a non-equilibrium geometry. Source: the Open Molecules 2025 dataset; level of theory: wB97M-V/def2-TZVPD.

```
92
Properties=species:S:1:pos:R:3:forces:R:3
Au -0.11417 0.27942 -1.41333 0.3 0.6 -0.3
C -1.35573 -0.14980 2.13017 1.4 -0.6 -1.1
C 0.10493 -0.25497 2.64945 -0.7 -0.4 0.2
As 0.66173 -1.88278 3.63657 -0.7 1.1 0.3
C -0.30959 -1.99159 5.32139 0.8 -1.7 -1.8
C -0.37563 -3.32745 5.77585 1.5 0.0 -0.2
C -1.20274 -3.64305 6.80622 -1.1 -1.2 0.8
C -2.03582 -2.68484 7.40665 0.7 0.2 -0.6
C -1.93952 -1.37874 6.93243 -1.2 0.8 0.2
C -1.16904 -1.05257 5.79598 -0.9 1.4 1.2
C 2.56482 -1.68987 3.79478 -0.5 0.7 1.8
C 3.10386 -1.13382 4.97790 2.4 -0.2 -0.5
C 4.53482 -1.01278 5.10360 -2.5 -0.3 -0.7
C 5.29076 -1.32560 3.98725 -1.6 -1.2 -0.3
C 4.74280 -1.91028 2.82224 -0.3 -0.2 0.6
C 3.35715 -2.11643 2.75773 1.4 0.0 -0.7
As -1.31531 -0.81828 0.26505 -0.6 0.5 0.8
C -0.67046 -2.53456 0.68719 -0.3 -0.1 -1.0
C 0.45428 -2.93279 -0.01492 0.8 1.1 -1.7
C 1.02441 -4.16765 0.20814 -0.9 -0.8 0.5
C 0.34071 -5.11594 1.02881 -0.2 2.1 0.2
C -0.87961 -4.73942 1.63315 0.6 1.1 -0.9
C -1.39915 -3.41291 1.45253 0.8 -1.9 1.9
C -3.08352 -1.10616 -0.43655 0.1 0.9 -1.4
C -3.38021 -2.30264 -1.09518 -0.5 0.8 -0.3
C -4.41354 -2.32663 -2.05209 -0.4 -0.7 0.7
C -5.16151 -1.18382 -2.24411 -0.1 0.5 0.0
C -4.82830 0.04739 -1.66903 0.0 -0.3 -0.3
C -3.72910 0.09513 -0.84062 -0.5 -1.8 0.2
H -1.84148 0.80059 2.18059 0.3 0.9 0.1
H -1.98221 -0.81167 2.65152 -1.0 -1.0 0.8
H 0.31060 0.53083 3.35436 0.2 0.5 0.4
H 0.88078 -0.22057 1.89731 0.1 0.3 -0.5
H 0.31850 -4.11090 5.39564 -0.7 0.7 0.1
H -1.26351 -4.69943 7.10726 0.0 0.6 0.0
H -2.73571 -2.97592 8.18918 0.3 0.2 -0.1
H -2.57873 -0.58105 7.39629 0.7 -0.9 -0.6
H -1.26893 -0.03356 5.38418 0.3 -0.6 0.2
H 2.59308 -0.78028 5.84459 -1.0 -0.2 0.2
H 4.92525 -0.76607 6.09708 0.1 0.2 -0.7
H 6.31052 -1.35579 4.10585 2.4 0.3 0.0
H 5.41487 -2.35828 2.06830 -0.5 0.6 0.4
H 2.91814 -2.63231 1.91259 0.0 0.0 -0.1
H 0.84337 -2.19445 -0.84007 -0.4 -1.5 1.9
H 1.94900 -4.38107 -0.29441 0.3 -0.4 0.0
H 0.84321 -6.00522 1.34295 0.0 -0.7 -0.3
H -1.41789 -5.42972 2.25609 -0.1 -0.2 0.2
H -2.20510 -3.11356 2.15141 0.1 -0.1 -1.0
H -2.77082 -3.15474 -0.89779 0.1 -0.7 0.1
H -4.77125 -3.25206 -2.55231 0.7 0.7 0.5
H -6.03231 -1.22586 -2.86481 -0.3 -0.1 -0.4
H -5.41240 0.93732 -1.93127 0.3 -0.3 0.2
H -3.39746 1.01961 -0.48093 0.5 1.3 0.7
N -2.76480 7.27858 -2.79422 -0.5 -0.1 -0.4
C -1.65693 6.95327 -2.08767 1.3 1.5 0.3
O -0.85686 7.76563 -1.61741 -1.3 -1.0 -0.3
C -1.39926 5.48185 -1.96397 1.0 0.2 0.4
C -0.08360 5.10818 -1.63760 -1.3 -0.4 -0.4
C 0.19774 3.75423 -1.60891 0.3 0.2 0.1
N -0.70448 2.77791 -1.84489 0.6 0.9 -0.2
C -1.92451 3.18915 -2.17707 -0.5 -0.6 1.2
C -2.34765 4.50464 -2.16285 -0.2 0.3 -0.9
H -3.03691 8.25165 -2.92138 0.4 -0.4 0.0
H -3.04776 6.61633 -3.50943 -0.2 0.4 0.3
H 0.62532 5.88968 -1.41932 0.2 -0.1 -0.1
H 1.22328 3.47839 -1.39515 0.0 -0.4 0.1
H -2.65151 2.39996 -2.26128 -0.2 -0.2 -0.5
H -3.38082 4.76969 -2.41487 0.4 -0.3 0.2
N 5.34790 1.16007 -3.67059 -0.3 0.1 0.2
C 4.36470 1.31731 -2.73311 2.3 -1.5 -1.0
O 3.44191 2.03033 -2.95571 -2.4 1.7 0.2
C 4.46185 0.47094 -1.50864 1.9 -1.1 0.6
C 5.62282 -0.39366 -1.38767 -0.5 0.5 0.5
N 6.58247 -1.01607 -1.19033 -0.7 0.3 -0.3
C 3.57666 0.50015 -0.40845 -1.3 0.3 0.1
N 2.73597 0.52532 0.40275 1.2 -0.1 -0.9
H 6.18258 0.58671 -3.58307 -0.4 0.3 0.0
H 5.16423 1.67456 -4.54091 0.4 -0.4 0.7
N 1.01105 0.55806 -3.29972 0.3 0.2 0.7
C 0.15454 1.10033 -4.33718 -0.4 -1.2 -0.2
C 0.60727 2.07533 -5.19021 -1.3 -0.9 -0.8
C -0.18283 2.35221 -6.30372 -0.5 0.2 0.6
C -1.42448 1.80341 -6.47960 -1.1 -1.6 0.6
C -1.93595 0.85009 -5.55829 3.2 1.2 0.1
C -1.08918 0.46424 -4.52101 0.3 1.3 -0.2
H 1.34019 -0.39449 -3.48414 -0.2 0.5 -0.4
H 1.84070 1.15799 -3.19067 -0.4 -0.2 0.1
H 1.56938 2.48183 -5.17015 1.4 0.6 0.5
H 0.14543 3.02461 -7.04161 0.6 0.8 -0.8
H -2.00413 1.92822 -7.37885 0.0 0.5 -0.2
H -2.82022 0.35603 -5.75441 -1.8 -0.8 -0.2
H -1.33088 -0.26506 -3.77951 -0.5 -0.6 0.2
```
Positions in Å, forces in eV/Å.

Computed properties:
net charge = +2
expectation value of S² = 2.029
total energy = -182574.50382 eV
gap between HOMO and LUMO (spin up / spin down) = 8.839 / 5.220 eV
max |F| = 3.43 eV Å⁻¹
2S+1 = 3
E_HOMO (spin up / spin down) = -13.2 / -13.2 eV